No. 1
C44H34Ge2MgNO5 as an isolated structure, computed with the ωB97M-V functional and the def2-TZVPD basis.

As for the spin multiplicity: 2. As for the charge: -2. The value obtained for the gap between HOMO and LUMO (spin up / spin down) is 6.1 / 6.2 eV. For the energy above the lowest of the compared OMol25 structures with the same formula, charge and spin, the calculation gives 1.7 kcal per mole.

Each line ends with the Mulliken charge.
Positions of all 87 atoms, in Å:
Mg1 -0.18869 -0.60508 0.55888  2.120
O1 1.71298 5.19883 1.75379  -0.598
C1 1.37192 3.90088 1.48413  1.171
C2 1.59656 3.34203 0.23017  -0.459
C3 1.20936 2.03059 0.03222  -0.346
N1 0.65433 1.32307 1.00415  0.542
C4 0.43822 1.84679 2.20411  0.129
C5 0.78766 3.15209 2.49766  -0.664
C6 -0.23812 0.88175 3.19194  -0.006
O2 -0.39285 1.27473 4.35032  -0.807
O3 -0.53604 -0.23769 2.67768  -0.897
C7 1.33102 1.26980 -1.29520  0.154
O4 1.93262 1.82345 -2.22069  -0.852
O5 0.81685 0.11651 -1.24951  -0.124
H1 2.08067 5.58000 0.94951  0.291
H2 2.04716 3.88858 -0.59051  0.439
H3 0.58875 3.55896 3.47850  0.549
C8 -4.85558 -0.39392 -4.38993  -0.514
C9 -3.95203 -1.35339 -3.95076  -0.358
C10 -3.37986 -1.24468 -2.68960  -0.571
C11 -3.69409 -0.19121 -1.82820  -0.209
C12 -4.59779 0.76630 -2.29388  0.109
C13 -5.17322 0.67080 -3.55654  -0.535
Ge1 -2.82029 -0.11603 -0.02955  -0.052
C14 -3.16643 1.79948 0.46868  -0.274
C15 -4.14306 2.24139 1.36104  -0.210
C16 -4.26658 3.58552 1.69921  -0.591
C17 -3.41301 4.52863 1.14395  -0.521
C18 -2.43594 4.11455 0.24652  -0.511
C19 -2.31919 2.76986 -0.07825  -0.205
C20 -4.18829 -1.02479 1.10815  -0.270
C21 -3.88660 -1.21883 2.46103  -0.088
C22 -4.79217 -1.82637 3.32156  -0.724
C23 -6.02097 -2.26925 2.84628  -0.376
C24 -6.33378 -2.09704 1.50486  -0.649
C25 -5.42610 -1.47816 0.65011  -0.176
H4 -5.29772 -0.46868 -5.37742  0.340
H5 -3.67294 -2.17812 -4.59733  0.375
H6 -2.64986 -1.98787 -2.38073  0.260
H7 -4.85806 1.60617 -1.65721  0.329
H8 -5.87006 1.43309 -3.88970  0.368
H9 -4.81613 1.52099 1.81537  0.300
H10 -5.02801 3.89427 2.40798  0.348
H11 -3.50044 5.57475 1.41569  0.323
H12 -1.75213 4.83533 -0.18922  0.385
H13 -1.53993 2.46351 -0.77128  0.411
H14 -2.92167 -0.89194 2.84078  0.319
H15 -4.53200 -1.95912 4.36616  0.399
H16 -6.72740 -2.74669 3.51674  0.319
H17 -7.28827 -2.44197 1.12009  0.361
H18 -5.69019 -1.34568 -0.39384  0.325
C26 0.43844 -2.67162 0.25126  -1.420
Ge2 1.64828 -3.09170 -1.16011  1.129
C27 2.36345 -4.94939 -1.17284  -0.237
C28 2.66733 -5.65424 -2.33686  -0.048
C29 3.22199 -6.92912 -2.28954  -0.666
C30 3.48589 -7.52849 -1.06604  -0.356
C31 3.18859 -6.84407 0.10607  -0.580
C32 2.63419 -5.57231 0.04747  -0.570
C33 3.30075 -2.01929 -1.10084  -0.063
C34 3.55792 -1.11990 -0.07050  -0.199
C35 4.73273 -0.37997 -0.03901  -0.466
C36 5.67742 -0.53068 -1.04459  -0.456
C37 5.44176 -1.42797 -2.07760  -0.652
C38 4.26427 -2.16446 -2.09862  0.040
C39 0.82284 -2.87622 -2.93874  0.058
C40 -0.05752 -3.85552 -3.40135  -0.127
C41 -0.72116 -3.71811 -4.61408  -0.760
C42 -0.51504 -2.58297 -5.38727  -0.412
C43 0.35289 -1.59759 -4.93814  -0.554
C44 1.01706 -1.74188 -3.72581  -0.146
H19 -0.13121 -3.55495 0.56058  0.434
H20 2.46255 -5.20336 -3.30265  0.289
H21 3.44624 -7.45300 -3.21249  0.367
H22 3.91805 -8.52194 -1.02435  0.348
H23 3.38709 -7.30252 1.06869  0.367
H24 2.39917 -5.05248 0.97157  0.361
H25 2.82227 -0.98591 0.71584  0.215
H26 4.90087 0.32586 0.76628  0.388
H27 6.58878 0.05615 -1.02842  0.342
H28 6.17003 -1.54903 -2.87182  0.363
H29 4.08954 -2.86078 -2.91406  0.302
H30 -0.23924 -4.74187 -2.79996  0.398
H31 -1.40670 -4.48920 -4.94735  0.349
H32 -1.04465 -2.45814 -6.32493  0.362
H33 0.49988 -0.69538 -5.52044  0.386
H34 1.65225 -0.93868 -3.37191  0.135

Cartesian forces (eV/Å) of the 2 atoms listed first:
0.0 -0.1 0.0
0.0 0.0 0.0



No. 2
A 6-piece molecular cluster, C44H34O13 overall, computed with the ωB97M-V functional and the def2-TZVPD basis.

As for the structure (SMILES): CCCOCc1ccc2c(c1)C(=O)C=CC2=O.O=C1C=CC(=O)C=C1.O=C1C=CC(=O)C=C1.O=C1C=CC(=O)C=C1.O=C1C=CC(=O)C=C1.O=C1C=CC(=O)C=C1. The value obtained for the gap between HOMO and LUMO is 7.6 eV.

Each line ends with the Mulliken charge.
Positions of all 91 atoms, in Å:
C1 -4.48104 0.95996 1.34453  -0.541
C2 -4.71713 0.74578 -0.17028  -0.613
C3 -3.70594 1.44311 -1.10167  -0.491
O1 -2.57772 0.66901 -1.47821  -0.193
C4 -1.75628 0.28160 -0.40413  -1.009
C5 -1.20626 1.43041 0.43200  0.556
C6 -1.18240 1.41231 1.82455  -0.356
C7 -0.70189 2.49179 2.57233  -1.200
C8 -0.25471 3.61296 1.88852  0.938
C9 -0.24570 3.65237 0.48376  0.731
C10 -0.72128 2.56420 -0.22963  -0.551
C11 0.29239 4.89312 -0.16704  0.275
O2 0.89268 4.84952 -1.22143  -0.594
C12 0.08465 6.18376 0.57672  -0.701
C13 0.07779 6.12999 1.90972  -0.539
C14 0.24126 4.82573 2.64320  0.072
O3 0.71834 4.75136 3.74722  -0.566
H1 -5.42400 0.79029 1.87882  0.401
H2 -3.78961 0.17474 1.69209  -0.344
H3 -4.07609 1.95469 1.54573  0.322
H4 -4.85583 -0.31148 -0.43106  0.288
H5 -5.68901 1.21986 -0.38800  0.463
H6 -4.24137 1.63810 -2.04243  0.399
H7 -3.44025 2.44296 -0.71649  0.227
H8 -0.88497 -0.23195 -0.84123  0.466
H9 -2.22312 -0.45154 0.27332  0.126
H10 -1.54719 0.52398 2.33850  0.527
H11 -0.71115 2.44862 3.65817  0.472
H12 -0.73612 2.60780 -1.31870  0.631
H13 -0.06111 7.09702 0.00607  0.465
H14 -0.06217 7.05858 2.46245  0.399
O4 -2.07689 -0.04484 -3.39792  -0.430
C15 -1.43221 -0.71326 -4.18117  0.353
C16 -1.82466 -2.10596 -4.51105  -0.402
C17 -1.11639 -2.83964 -5.36602  -0.484
C18 0.09625 -2.29654 -6.02733  0.305
O5 0.73995 -2.96763 -6.80719  -0.568
C19 0.48996 -0.90458 -5.69793  -0.134
C20 -0.21980 -0.17234 -4.84200  -0.459
H15 -2.71193 -2.48486 -4.01928  0.441
H16 -1.38663 -3.85727 -5.61874  0.403
H17 1.37666 -0.52726 -6.19040  0.441
H18 0.05115 0.84521 -4.58886  0.489
O6 2.89704 -0.02429 -7.84065  -0.570
C21 4.10195 -0.06591 -7.70294  0.416
C22 4.78016 -1.31164 -7.27000  -0.300
C23 6.10096 -1.35945 -7.11601  -0.321
C24 6.95062 -0.16999 -7.37232  0.342
O7 8.15398 -0.21395 -7.23401  -0.543
C25 6.27021 1.07630 -7.80573  -0.346
C26 4.94962 1.12383 -7.95964  -0.394
H19 4.14239 -2.16833 -7.08906  0.466
H20 6.61517 -2.25816 -6.80027  0.412
H21 6.90606 1.93345 -7.98716  0.401
H22 4.43467 2.02228 -8.27542  0.419
O8 4.42184 0.65750 -0.11939  -0.566
C27 4.55342 1.79316 0.28670  0.350
C28 5.57287 2.13109 1.31094  -0.358
C29 5.71622 3.37637 1.75704  -0.408
C30 4.86355 4.48041 1.24921  0.325
O9 4.99591 5.61484 1.65658  -0.558
C31 3.84472 4.14231 0.22575  -0.354
C32 3.70301 2.89694 -0.22115  -0.263
H23 6.18513 1.31308 1.66891  0.414
H24 6.45298 3.64308 2.50409  0.420
H25 3.22791 4.95348 -0.13943  0.504
H26 2.96609 2.63328 -0.97002  0.480
O10 -3.47977 -2.10030 1.94309  -0.536
C33 -4.26032 -2.41968 2.81784  0.312
C34 -3.78408 -2.94201 4.12023  -0.299
C35 -4.64013 -3.29276 5.07585  -0.283
C36 -6.10589 -3.17477 4.87972  0.222
O11 -6.88686 -3.49252 5.75094  -0.551
C37 -6.58177 -2.65103 3.57380  -0.494
C38 -5.72528 -2.30024 2.61814  -0.237
H27 -2.71550 -3.02078 4.24894  0.565
H28 -4.31044 -3.67639 6.03304  0.444
H29 -7.65428 -2.57253 3.44842  0.427
H30 -6.05138 -1.91557 1.65961  0.448
O12 2.25047 -7.04691 6.54352  -0.533
C39 1.38877 -6.20323 6.43040  0.282
C40 1.21845 -5.13344 7.44521  -0.423
C41 0.27005 -4.20877 7.32062  -0.400
C42 -0.65525 -4.20688 6.16275  0.531
O13 -1.51978 -3.36013 6.04992  -0.512
C43 -0.48669 -5.27487 5.14771  -0.155
C44 0.46116 -6.19995 5.27111  -0.492
H31 1.90394 -5.15120 8.28278  0.399
H32 0.12918 -3.42113 8.04979  0.418
H33 -1.17245 -5.25715 4.30971  0.471
H34 0.60115 -6.98707 4.54129  0.409

Cartesian forces (eV/Å) of the 2 atoms listed first:
0.1 -1.2 -0.5
-0.4 0.9 0.3



No. 3
A 8-piece molecular cluster, C44H34O17P overall, computed with the ωB97M-V functional and the def2-TZVPD basis.

As for the charge: +1. The value obtained for the gap between HOMO and LUMO is 6.3 eV.

Each line ends with the Mulliken charge.
Positions of all 96 atoms, in Å:
O1 -5.28246 -5.10378 -7.71832  -0.466
C1 -4.10607 -4.94379 -7.53774  0.533
O2 -3.29569 -5.87682 -6.97895  -0.440
C2 -3.45721 -3.62688 -7.97285  -0.505
P1 -3.47135 -2.51825 -6.53329  0.606
O3 -2.04353 -2.01597 -6.17126  -0.448
H1 -3.12202 -5.59111 -6.07633  0.339
H2 -2.43210 -3.77871 -8.27425  0.380
H3 -4.03432 -3.16378 -8.75479  0.402
H4 -3.94481 -3.22922 -5.42487  0.182
H5 -4.36472 -1.46746 -6.76932  0.083
H6 -1.73270 -2.46524 -5.35754  0.429
C3 -1.02764 -1.66102 -2.33367  -0.306
C4 -0.32797 -1.15056 -1.32481  -0.382
C5 0.86269 -1.85820 -0.78349  0.213
O4 1.49413 -1.39302 0.13269  -0.433
C6 1.23840 -3.15133 -1.41163  -0.390
C7 0.53291 -3.65611 -2.42015  -0.472
C8 -0.64655 -2.94677 -2.95265  0.608
O5 -1.29029 -3.42068 -3.88464  -0.701
H7 -1.89909 -1.16422 -2.74253  0.416
H8 -0.58550 -0.21021 -0.85281  0.519
H9 2.10797 -3.65067 -1.00448  0.449
H10 0.78622 -4.59615 -2.89297  0.421
C9 2.75615 1.28727 1.41718  -0.431
C10 4.07216 1.46621 1.34279  -0.469
C11 4.66431 2.82844 1.32867  0.355
O6 5.86168 2.99114 1.25785  -0.563
C12 3.73174 3.98027 1.40336  -0.404
C13 2.41771 3.80010 1.47689  -0.136
C14 1.82806 2.44169 1.48873  0.427
O7 0.62532 2.27565 1.55585  -0.621
H11 2.30200 0.30598 1.42855  0.587
H12 4.76834 0.63878 1.28936  0.455
H13 4.18144 4.96417 1.39514  0.443
H14 1.72318 4.62868 1.53208  0.402
C15 0.52252 2.57638 5.64361  -0.505
C16 1.27780 3.30882 4.83113  -0.293
C17 2.64354 3.73487 5.22892  0.429
O8 3.34087 4.40445 4.49074  -0.518
C18 3.13076 3.31619 6.56246  -0.232
C19 2.37656 2.58430 7.37807  -0.153
C20 1.01410 2.15559 6.98151  0.316
O9 0.32269 1.48588 7.71832  -0.573
H15 -0.47565 2.25492 5.37393  0.455
H16 0.93415 3.62469 3.85569  0.451
H17 4.12631 3.64164 6.83121  0.261
H18 2.71518 2.27277 8.35571  0.354
C21 5.93809 6.42630 6.00825  -0.078
C22 6.66952 7.29658 5.31847  -0.443
C23 6.64509 8.74608 5.63708  0.338
O10 7.30859 9.53959 5.00801  -0.547
C24 5.77404 9.18686 6.75607  -0.354
C25 5.04246 8.31646 7.44576  -0.428
C26 5.06800 6.86746 7.12708  0.425
O11 4.40114 6.07443 7.75655  -0.487
H19 5.93915 5.36649 5.78876  0.339
H20 7.31007 6.99561 4.49946  0.428
H21 5.77112 10.24751 6.97225  0.400
H22 4.40060 8.61701 8.26396  0.418
C27 -2.49633 -9.89168 -10.71880  -0.391
C28 -3.60137 -10.62959 -10.78808  -0.409
C29 -4.87081 -10.17788 -10.16278  0.307
O12 -5.87635 -10.84656 -10.22245  -0.520
C30 -4.85937 -8.86932 -9.45809  -0.321
C31 -3.75333 -8.13545 -9.39089  0.128
C32 -2.48696 -8.58647 -10.01545  0.368
O13 -1.48414 -7.90695 -9.95095  -0.556
H23 -1.56142 -10.20234 -11.16703  0.420
H24 -3.63056 -11.58430 -11.29699  0.417
H25 -5.79363 -8.55643 -9.00895  0.446
H26 -3.71995 -7.18592 -8.88472  0.078
C33 -7.80619 -0.29727 -7.43799  -0.317
C34 -8.76802 0.46998 -7.94294  -0.381
C35 -8.90386 1.89578 -7.54193  0.279
O14 -9.77593 2.59339 -7.99716  -0.491
C36 -7.92343 2.42588 -6.55810  -0.368
C37 -6.96380 1.65317 -6.05651  -0.368
C38 -6.83467 0.23845 -6.46088  0.527
O15 -5.94881 -0.46840 -5.99739  -0.600
H27 -7.69111 -1.33827 -7.71419  0.439
H28 -9.49014 0.10038 -8.65944  0.422
H29 -8.03739 3.46512 -6.27828  0.417
H30 -6.24086 2.01826 -5.33846  0.410
C39 2.81179 0.43043 12.66773  -0.365
C40 2.61577 1.38337 11.76101  -0.285
C41 3.75500 2.01165 11.04908  0.508
O16 3.57528 2.88203 10.22216  -0.569
C42 5.12047 1.53875 11.38320  -0.413
C43 5.31740 0.58608 12.28987  -0.364
C44 4.17787 -0.04461 13.00388  0.340
O17 4.35642 -0.91324 13.82708  -0.537
H31 1.99558 -0.04156 13.19922  0.405
H32 1.62853 1.74300 11.49985  0.439
H33 5.93602 2.01151 10.85089  0.419
H34 6.30483 0.22674 12.54952  0.402

Cartesian forces (eV/Å) of the 2 atoms listed first:
0.9 -0.2 0.1
-1.5 0.2 -0.7



No. 4
C44H34O2P3S2Sn as an isolated structure, computed with the ωB97M-V functional and the def2-TZVPD basis.

As for the charge: -1. The value obtained for the gap between HOMO and LUMO is 7.2 eV. For the energy above the lowest of the compared OMol25 structures with the same formula, charge and spin, the calculation gives 51.6 kcal per mole.

Each line ends with the Mulliken charge.
Positions of all 86 atoms, in Å:
Sn1 -0.45604 1.62571 -2.42619  0.329
S1 2.43797 0.54831 -1.70831  -0.527
P1 1.30096 0.60036 -0.06553  0.423
C1 -0.22579 1.43984 -0.10365  -0.694
P2 -0.27982 3.16014 0.21021  1.826
S2 -0.29658 4.30894 -1.43434  -0.614
C2 -1.84568 3.46488 1.11147  -0.353
C3 -2.40502 4.74098 1.15187  -0.358
C4 -3.59366 4.96319 1.83084  -0.743
C5 -4.24067 3.90964 2.46725  -0.457
C6 -3.69392 2.63600 2.42388  -0.813
C7 -2.49907 2.41482 1.74680  0.206
C8 0.95532 3.90535 1.33236  0.339
C9 0.68160 4.12469 2.67946  -0.339
C10 1.63565 4.71293 3.50089  -0.669
C11 2.87059 5.07345 2.98298  -0.427
C12 3.14899 4.85584 1.63856  -0.733
C13 2.19312 4.28189 0.81402  -0.349
C14 2.33509 1.00144 1.39984  1.218
C15 1.74107 1.07854 2.65547  -0.001
C16 2.52595 1.16532 3.79621  -1.146
C17 3.90940 1.19502 3.68883  -0.604
C18 4.50728 1.16569 2.43457  -0.857
C19 3.72165 1.07100 1.29418  -0.603
C20 0.98149 -1.23525 0.37413  1.516
C21 1.16692 -3.33218 -1.14001  -1.113
C22 0.99411 -4.56531 -0.67472  -1.051
C23 -0.07925 -4.88883 0.27297  -0.809
C24 -0.89803 -3.95068 0.73527  -1.177
C25 -0.82551 -2.51542 0.31290  0.247
H1 -1.90682 5.55112 0.63333  0.367
H2 -4.02817 5.95587 1.84950  0.389
H3 -5.17939 4.08033 2.98169  0.369
H4 -4.20718 1.80763 2.89769  0.392
H5 -2.07820 1.41917 1.67256  0.319
H6 -0.28283 3.84199 3.08355  0.349
H7 1.41582 4.88166 4.54918  0.395
H8 3.61788 5.52355 3.62698  0.379
H9 4.11390 5.13687 1.23188  0.391
H10 2.39568 4.11939 -0.23854  0.294
H11 0.65966 1.05861 2.73666  0.573
H12 2.05556 1.21330 4.77207  0.428
H13 4.52227 1.25801 4.58174  0.370
H14 5.58729 1.20772 2.34620  0.386
H15 4.17035 1.03072 0.30800  0.437
H16 2.01550 -3.10607 -1.76364  0.600
H17 1.68088 -5.35294 -0.96536  0.411
H18 -0.18510 -5.91846 0.59861  0.419
H19 -1.68712 -4.21072 1.43529  0.468
H20 -1.82647 -2.21202 0.01596  -0.060
O1 -4.26261 0.61927 -1.29245  -0.751
C26 -3.38017 0.12029 -1.97730  0.247
O2 -2.50821 0.73041 -2.70938  -0.652
C27 -3.28575 -1.39978 -2.08126  0.820
C28 -4.46280 -2.13551 -1.97192  -0.552
C29 -4.45891 -3.51083 -2.13294  -0.646
C30 -3.26446 -4.17277 -2.40044  -0.815
C31 -2.08340 -3.45396 -2.47839  -0.606
C32 -2.07577 -2.06626 -2.30622  0.224
P3 -0.44419 -1.20426 -2.18692  0.680
C33 0.29990 -2.17335 -0.74033  1.823
C34 -0.22650 -1.48482 1.32896  1.139
C35 0.06433 -1.98121 2.70928  -1.665
C36 1.26761 -2.44018 3.04032  -0.344
C37 2.38550 -2.39938 2.08848  -1.084
C38 2.26888 -1.83727 0.88663  -1.164
C39 0.19819 -1.65919 -3.85920  0.609
C40 1.43191 -2.18537 -4.23251  -0.140
C41 1.74531 -2.39081 -5.57356  -0.803
C42 0.84348 -2.05736 -6.56894  -0.498
C43 -0.37819 -1.49701 -6.21570  -0.757
C44 -0.69434 -1.29779 -4.88176  -0.499
H21 -5.37782 -1.59488 -1.76436  0.502
H22 -5.38272 -4.07211 -2.04991  0.381
H23 -3.25105 -5.24864 -2.53280  0.431
H24 -1.14580 -3.97141 -2.65814  0.392
H25 -0.86264 -0.59760 1.35260  -0.058
H26 -0.75287 -1.98859 3.42641  0.431
H27 1.45568 -2.82127 4.03889  0.431
H28 3.34180 -2.79826 2.40982  0.406
H29 3.12301 -1.77574 0.21977  0.421
H30 2.18522 -2.41350 -3.50018  0.283
H31 2.71132 -2.80708 -5.83441  0.404
H32 1.09200 -2.21976 -7.61167  0.362
H33 -1.08806 -1.20380 -6.98019  0.427
H34 -1.64944 -0.85227 -4.61585  0.277

Cartesian forces (eV/Å) of the 2 atoms listed first:
-0.1 -0.3 0.1
0.0 -0.1 -0.1



no.,largest force on an atom (eV/A),calculated total energy (hartree)
1,0.36,-6482.14737
2,2.91,-2674.96015
3,1.66,-3317.02497
4,1.43,-3882.41369